# 1
This record from the OMol25 dataset describes C24H24N5O2ReS2 as an isolated structure. The level of theory is ωB97M-V/def2-TZVPD.

Structure (XYZ):
```
58
Properties=species:S:1:pos:R:3:forces:R:3:nbo_charge:R:1
C 2.902031 3.798688 2.811291 0.014 -0.001 0.014 0.03
C 2.249281 1.470352 2.772724 -0.025 -0.006 0.027 -0.16
C 1.216617 1.795225 1.901428 -0.027 -0.068 -0.060 -0.41
S 0.170464 0.515235 1.320298 0.353 0.029 -0.257 2.33
H 3.584498 5.841087 2.863723 0.000 -0.001 -0.002 0.22
C -2.523778 -5.880966 0.146211 -0.031 -0.027 0.055 -0.19
H -2.577345 0.956354 0.206276 0.072 0.035 0.213 0.46
C 0.360206 -1.742858 -3.658447 -0.034 0.047 0.045 0.11
C 4.018925 -0.065480 -2.569612 0.006 0.016 0.042 -0.18
C 1.452979 -1.956332 -4.502034 0.067 -0.009 -0.049 -0.26
H -5.309114 1.665605 0.741537 0.002 0.002 0.022 0.21
N -3.456937 1.287513 -0.180548 -0.180 0.048 -0.333 -0.56
H 2.384653 0.443800 3.085819 -0.005 0.014 -0.009 0.25
H 4.857654 4.638037 3.093466 0.001 0.001 0.002 0.23
N 0.439093 0.275557 -0.308242 0.037 -0.234 0.064 -0.95
H 3.886944 2.237697 3.908410 -0.001 0.001 0.000 0.23
Re -1.071038 -0.886295 -1.063068 0.118 -0.202 0.271 1.11
N -4.788615 1.509259 -2.030718 -0.079 0.059 -0.168 -0.76
H -3.866832 2.139382 1.654243 -0.002 -0.029 0.007 0.25
H -2.223380 -2.574344 2.118565 -0.010 -0.029 0.003 0.22
C -2.085350 -3.520945 0.207766 0.041 -0.100 -0.120 0.06
H -3.035796 -6.786340 2.023786 0.001 -0.004 0.000 0.22
N 0.459043 -1.058529 -2.530835 0.088 0.100 -0.055 -0.51
H 1.316251 -2.531688 -5.405856 0.005 0.001 0.001 0.24
C 1.703087 0.209685 -0.950214 0.025 -0.048 -0.154 0.13
H 4.957830 1.122118 -1.086171 -0.001 0.001 0.004 0.23
C -4.311849 2.101827 0.664957 0.006 0.029 0.002 -0.44
H 4.905635 -0.177690 -3.178824 0.002 0.007 0.000 0.23
O -1.190590 1.009740 1.373128 -0.048 -0.054 0.064 -0.98
C 1.002950 3.100448 1.486053 0.036 0.003 -0.023 -0.12
H -4.384022 3.123165 0.284119 -0.010 -0.001 -0.002 0.21
H 3.729790 4.979251 4.397094 0.000 0.002 0.000 0.24
H -2.850876 -4.670196 3.290939 -0.001 0.001 -0.004 0.22
H 2.973130 1.395954 0.293501 0.008 0.008 0.051 0.24
H 0.184982 3.331000 0.816483 -0.005 0.018 -0.009 0.23
H 3.529811 -1.560790 -4.811169 -0.002 0.002 -0.003 0.23
C 3.817119 4.878335 3.314385 -0.006 -0.006 -0.002 -0.64
S -2.643180 0.034624 -2.429290 -0.205 0.150 -0.515 -0.07
C 2.807916 -0.668367 -2.985069 -0.081 0.019 0.045 -0.10
C -2.324661 -3.507318 1.577862 0.050 0.150 0.100 -0.16
H -0.621131 -2.129687 -3.898749 -0.003 -0.007 -0.001 0.22
C -2.768912 -5.870794 1.513895 0.027 0.042 -0.049 -0.20
H -2.599538 -6.804500 -0.411951 -0.001 0.000 -0.001 0.22
C -3.701923 1.026015 -1.441204 -0.039 -0.070 0.326 0.37
C 1.853938 4.093369 1.941104 -0.017 0.021 -0.010 -0.22
C 2.890622 0.801335 -0.600355 -0.118 -0.061 0.040 -0.22
O 0.496125 -0.689692 2.017006 0.014 -0.087 0.185 -0.92
H -5.408822 2.154848 -1.571056 -0.003 -0.030 0.000 0.42
C 1.668718 -0.520050 -2.176574 -0.081 0.062 0.185 0.21
H 1.699821 5.116542 1.622691 -0.001 0.001 -0.003 0.22
C -2.667245 -4.682086 2.224825 -0.009 -0.028 0.008 -0.21
N -1.748160 -2.340182 -0.449448 0.078 0.221 0.223 -0.53
C 2.668467 -1.418930 -4.170411 -0.024 -0.010 0.012 -0.08
C -2.186172 -4.710001 -0.509355 0.004 0.027 -0.124 -0.21
C 3.082831 2.477657 3.223709 -0.014 0.013 -0.028 -0.21
H -4.966449 1.275325 -2.993226 -0.020 0.017 0.016 0.43
H -2.000169 -4.699761 -1.575654 -0.001 -0.016 0.008 0.22
C 4.040470 0.648790 -1.409214 0.028 -0.021 -0.060 -0.17
```
Positions in Å, forces in eV/Å.

Computed properties:
* net charge: +1
* orbital gap (alpha / beta): 7.047 / 7.172 eV
* 2S+1: 2
* energy above the lowest of the compared OMol25 structures with the same formula, charge and spin: 8.0 kcal/mol

# 2
This record from the OMol25 dataset describes C30H57BeCuF9N3O18S4V as an isolated structure. The level of theory is ωB97M-V/def2-TZVPD.

Structure (XYZ):
```
124
Properties=species:S:1:pos:R:3:forces:R:3:mulliken_spin:R:1
C 0.131653 -2.178482 6.376206 1.661 -1.038 2.325 0.00
N 6.005204 -0.621994 -1.055752 -4.710 0.876 -1.601 0.00
H 6.781023 1.852366 -3.228867 -0.486 0.301 0.105 0.00
H 3.290769 -0.395703 -0.807076 -0.330 -0.149 0.046 0.01
C -2.866035 -2.844451 -2.073373 0.679 0.697 0.162 0.00
S 0.713212 0.470325 0.115049 0.807 0.414 1.439 0.13
O 4.015977 3.126700 0.481270 -0.473 -0.615 -0.152 0.00
F 0.296879 7.047300 0.423589 -0.065 -0.164 1.072 0.00
H -6.046344 4.211609 -3.338790 0.130 -0.404 0.243 0.00
H 3.796119 -1.478225 -3.641557 -0.406 -0.363 0.116 0.00
C -4.769858 2.861787 -1.425211 0.451 -0.888 0.767 0.00
O -2.356916 -1.738408 0.329234 0.420 -0.225 -0.106 0.00
H 4.727210 0.959549 -3.832392 0.768 -0.809 -0.719 0.00
O -2.675980 0.462610 2.709040 0.183 -2.845 0.531 0.00
H 1.112212 -4.042747 6.822578 -0.349 -0.648 -0.819 0.00
O -2.119608 3.516041 -2.259936 -0.102 1.363 -0.176 0.00
H -2.813005 -1.715084 4.727511 -0.133 0.485 -0.121 0.00
S -3.101815 -1.351494 -0.891761 -2.932 1.336 1.811 0.00
H -2.627230 -1.020515 6.315324 0.386 -0.336 0.293 0.00
C 1.338212 -3.126520 6.277078 0.043 0.001 -0.952 0.00
H -4.488332 4.973198 -3.099791 -0.045 0.190 0.693 0.00
O -0.530824 0.836145 0.808822 -2.272 0.932 3.208 0.06
S -0.068829 4.361065 0.903316 0.342 0.516 4.002 -0.01
Cu -1.562353 1.692810 -0.823555 0.159 -0.833 1.106 0.84
H 7.121223 -0.651396 0.295422 0.874 -0.015 0.342 0.00
H -2.791435 -4.109506 5.870675 -0.115 0.415 -0.443 0.00
H -0.559097 1.366784 -5.178374 -0.120 0.392 -0.265 0.00
C 4.947333 -1.688739 -0.912631 0.679 -0.640 -1.298 0.01
H -2.975710 4.154837 -5.521705 -0.907 -0.650 0.335 0.00
H 0.338336 -4.371281 1.810177 -1.001 0.455 0.051 0.00
C 6.770335 1.396587 -2.238783 0.946 1.376 1.105 0.00
H -0.233680 2.177480 -3.658261 -0.143 0.513 -0.119 0.00
C -5.234695 1.562216 2.594395 2.188 -0.576 -2.656 0.00
C 0.484148 -3.934616 4.045143 2.021 1.233 -0.163 0.00
H -2.365942 4.342261 -2.682183 0.646 1.170 0.428 0.00
H 4.405170 -0.911327 0.979314 0.142 -0.023 0.207 0.04
H -4.772838 4.268190 -4.549844 -0.259 -0.679 -0.306 0.00
H 5.460626 -2.374690 1.049923 -0.010 0.019 0.380 0.00
H 2.485269 -3.907696 4.513132 0.371 -0.073 0.537 0.00
O 0.782303 -0.942379 0.540892 0.404 -2.143 0.484 0.01
H 1.811053 -4.537163 2.314937 0.921 0.726 0.664 0.00
C -3.261816 1.260793 -5.134333 -0.615 -0.839 1.389 0.00
H 5.384925 -3.350836 -2.583396 -0.152 0.872 -0.185 0.00
H 6.981824 -0.178082 -4.342149 -0.637 -0.243 -0.059 0.00
H -1.479886 4.107581 -4.855140 0.689 0.129 -0.219 0.00
C 4.623827 -1.888415 0.548522 0.831 -0.087 0.585 -0.04
H -1.826091 3.224918 -6.331705 0.295 -0.738 0.333 0.00
O 1.360376 4.168637 0.766616 0.823 0.006 -0.533 0.01
H -3.034631 1.323744 -6.198527 0.450 -0.096 0.172 0.00
C -4.343380 2.781210 -2.875973 -3.139 1.182 0.036 0.00
H -4.216010 3.651124 -0.916989 -0.137 -0.122 0.247 0.00
O 0.242481 0.756570 -1.259355 0.783 0.144 -1.615 0.10
H -4.975643 0.651794 -3.071794 0.139 0.153 0.751 0.00
C -0.987206 1.611945 -4.206409 0.968 -0.694 0.423 -0.01
H -0.815750 -5.518694 4.429009 -0.359 -0.589 0.687 0.00
N -0.616520 -2.921833 4.188676 1.484 0.946 0.783 0.00
H -4.562142 1.891540 -0.974016 0.373 0.109 0.274 0.00
C 1.651118 -3.254459 4.769217 0.603 -1.547 0.736 0.00
H 2.922605 -2.105071 -1.309190 -0.281 0.268 0.110 0.00
C 5.292411 -3.115516 -1.523126 -0.440 -0.083 1.046 0.00
C 0.991460 -3.844385 2.505805 -1.781 -2.120 0.797 0.00
H 0.521684 -5.735974 5.645545 0.121 0.550 -0.291 0.00
H 0.579257 -1.190248 6.270650 -0.928 0.314 -0.300 0.00
H -5.837096 2.969301 -1.231425 -0.062 0.420 -0.554 0.00
H 2.157214 -2.831496 6.933043 0.218 0.920 -0.508 0.00
O -0.813598 3.368031 0.177704 -0.808 0.355 -1.029 0.00
O -4.561312 -1.160399 -0.643624 2.905 -1.147 -0.850 0.00
H -0.957204 0.642231 -3.709569 -0.709 -0.068 0.293 0.00
O -3.119776 1.961385 0.868453 -1.168 -0.762 -0.579 0.00
H 4.291281 1.138134 -2.330736 0.149 0.143 0.876 0.00
H 0.631838 -6.070760 3.843478 0.535 -0.287 0.450 0.00
H 6.582598 -1.700222 -3.341103 0.115 -0.101 -0.931 0.00
C -2.345354 2.262753 -4.332543 -1.279 -0.152 -1.147 0.00
H 3.730186 -2.503101 0.656553 0.084 -0.105 0.023 0.00
O -1.654119 -3.268700 3.371240 -1.605 -0.345 -0.740 0.00
F -1.752911 6.346581 0.240299 0.794 -0.394 -0.294 0.00
F -5.566520 0.307413 2.169066 -0.384 1.419 0.686 0.00
O -0.428430 4.543807 2.311594 -0.227 0.169 -2.181 0.00
H -5.244998 0.423891 -5.345116 0.129 -0.204 0.139 0.00
F -5.496434 1.736704 3.855385 -0.682 0.064 0.294 0.00
C 3.591920 -0.731761 -2.873972 1.730 0.745 0.316 0.00
C 0.250471 -5.426965 4.636058 -1.201 1.702 -2.909 0.00
V 2.949976 2.799910 1.660370 1.104 1.413 -2.746 0.98
C -2.189671 3.426038 -5.323996 0.707 2.382 0.907 0.00
C -1.092961 -2.558946 5.615743 -1.109 0.180 -1.395 0.00
O -2.765787 2.810584 3.068560 -2.108 -1.093 -0.080 0.00
O 3.697967 3.270526 2.991998 -0.508 -0.247 1.939 0.01
C -4.975447 4.081866 -3.495177 1.518 0.867 -0.749 0.00
F -1.555066 -2.806088 -2.443483 -0.960 -0.575 0.516 0.00
H -0.110433 -2.395990 7.416481 -0.461 1.132 0.384 0.00
H 6.283149 1.988788 -1.464155 -0.125 0.441 -0.280 0.00
C 3.577622 -1.242363 -1.430765 0.937 0.376 -1.363 0.00
C -1.923204 -3.672142 6.363614 1.052 0.102 -0.349 0.00
S -3.322425 1.703254 2.293111 3.334 3.228 -0.093 0.00
H 2.635623 -0.227025 -3.011244 0.043 -0.064 -0.573 0.00
H 1.907511 -2.332010 4.248199 -0.263 0.399 0.493 0.00
H -1.302895 -4.532472 6.614910 0.080 0.168 0.355 0.00
F -5.828450 2.497545 1.792014 0.228 -1.206 1.342 0.00
H 4.435796 -3.689300 -1.169435 -0.100 -0.388 -0.159 0.00
H -3.037424 0.261266 -4.761931 0.353 -0.174 -0.146 0.00
H -5.170934 2.082145 -5.720617 -0.118 0.485 0.226 0.00
H -6.241273 1.825200 -3.362994 0.105 0.194 -0.106 0.00
C 6.128434 0.067782 -2.323327 -0.755 -0.319 -2.283 0.00
N -2.897121 2.630389 -2.935409 -0.621 -4.269 -3.073 0.02
H -2.292629 -3.155980 7.249734 0.047 -0.342 0.107 0.00
F -0.170273 5.891756 -1.243660 -0.773 -0.500 -0.518 0.00
H 7.989122 -0.708385 -3.069469 0.121 -0.136 0.245 0.00
C -4.788296 1.353615 -5.005818 -0.265 1.070 0.523 0.00
H -2.150636 -3.875036 3.925709 -0.991 -0.548 -0.415 0.00
C 4.746552 0.349251 -2.929469 -2.648 0.644 1.185 0.00
H 7.831941 1.368924 -1.993181 0.117 -0.390 0.306 0.00
H -1.524674 -0.503993 5.050518 -0.130 0.088 -0.179 0.00
F -3.212432 -3.988876 -1.495551 0.782 -0.051 0.711 0.00
C -5.180513 1.626100 -3.515468 1.664 -0.754 -1.279 0.00
H 1.120258 -2.826422 2.138007 0.405 -0.044 0.236 0.00
F -3.589708 -2.823924 -3.175620 -0.294 0.961 -0.527 0.00
C -2.070210 -1.362193 5.442924 0.458 -0.562 -0.672 0.00
C -0.451700 6.010843 0.062173 0.246 -0.096 -0.350 0.00
O -2.521701 -0.209262 -1.595607 0.372 -0.356 -0.203 -0.01
Be -0.933290 -1.088340 2.168860 -0.921 1.806 -2.854 -0.01
C 6.942341 -0.671730 -3.371147 0.780 -1.247 0.607 0.00
H 6.144291 -3.609744 -1.056085 0.276 0.391 0.205 0.00
O 1.956268 1.171547 0.517585 -2.002 -0.926 -0.659 -0.14
O 7.207908 -0.967725 -0.606810 2.431 -1.223 1.679 0.00
```
Positions in Å, forces in eV/Å.

Computed properties:
* net charge: -1
* orbital gap (alpha / beta): 3.121 / 4.640 eV
* 2S+1: 3

# 3
This record from the OMol25 dataset describes a 2-piece molecular cluster, C4H11S2 overall. The level of theory is ωB97M-V/def2-TZVPD.

Structure (XYZ):
```
17
Properties=species:S:1:pos:R:3:forces:R:3:nbo_charge:R:1
H 2.255752 -0.968035 2.582026 0.120 0.000 0.005 0.17
C 2.314899 -1.804552 1.879847 -0.223 -0.059 -0.034 -0.73
H -0.817668 -0.769267 -2.796259 -0.042 0.046 0.060 0.19
H -1.403817 -0.496250 -0.433878 0.021 0.000 0.110 0.22
H 3.113800 -1.597765 1.162216 0.040 0.022 0.054 0.17
H 0.529369 0.340297 -2.684777 -0.056 0.178 0.216 0.19
C -1.900714 2.246975 0.483177 0.043 -0.019 -0.065 -0.74
H -1.828645 3.326838 0.600465 -0.040 0.031 -0.030 0.21
H -2.911052 1.924950 0.733334 0.029 -0.037 0.021 0.20
C -0.673519 0.189103 -0.854734 0.249 0.373 -0.260 -0.51
S -1.450020 1.797905 -1.213263 -0.114 0.029 0.029 0.11
H 0.101915 0.364773 -0.114806 -0.082 -0.164 0.114 0.25
H 2.594687 -2.696275 2.447534 0.065 0.015 0.016 0.17
H -1.191362 1.774501 1.162102 -0.035 0.015 0.027 0.23
H 0.614277 -1.211903 -1.876777 -0.116 -0.007 0.326 0.25
S 0.708180 -2.036690 1.033131 0.140 -0.170 0.148 -0.75
C -0.056076 -0.384603 -2.109339 0.000 -0.251 -0.738 -0.63
```
Positions in Å, forces in eV/Å.

Computed properties:
* net charge: -1
* orbital gap: 5.520 eV
* energy above the lowest of the compared OMol25 structures with the same formula, charge and spin: 8.2 kcal/mol

# 4
This record from the OMol25 dataset describes a 2-piece molecular cluster, C4H7NO2 overall. The level of theory is ωB97M-V/def2-TZVPD.

Structure (XYZ):
```
14
Properties=species:S:1:pos:R:3:forces:R:3:nbo_charge:R:1
O 0.868637 -0.744545 -1.173887 -0.779 -0.011 -0.764 -0.51
H -0.308064 -0.211589 0.873616 -1.285 -0.855 -0.346 0.25
H -2.100960 -0.413258 0.253642 0.442 0.100 0.159 0.21
N 1.136512 0.865936 0.681096 0.993 0.245 -0.495 -0.61
H -1.417273 -0.961732 1.785634 -0.702 -0.516 0.472 0.24
O 2.758033 -0.863347 0.505729 -0.415 0.354 0.014 -0.51
H -0.886947 -0.090794 -1.830999 -0.247 0.292 0.001 0.18
H -0.651352 1.827723 0.054702 0.234 -0.312 -0.081 0.23
H 0.748413 1.990483 -1.034558 -0.121 0.163 -0.042 0.24
C -1.212254 -0.846998 0.734135 -0.198 -0.261 0.870 -0.91
C 1.874199 -0.107228 0.368581 1.041 0.415 1.186 0.86
C -0.043669 0.063225 -1.159311 0.896 0.135 -1.019 0.45
H -0.995951 -1.821556 0.286038 0.039 0.244 0.228 0.23
C 0.230675 1.313676 -0.344420 0.100 0.006 -0.182 -0.34
```
Positions in Å, forces in eV/Å.

Computed properties:
* orbital gap: 10.265 eV
* structure (SMILES): O=C=NCC=O.C
* energy above the lowest of the compared OMol25 structures with the same formula, charge and spin: 64.7 kcal/mol

| no. | calculated total energy (eV) |
| --- | --- |
| 1 | -60619.2788 |
| 2 | -211880.1511 |
| 3 | -25997.4812 |
| 4 | -9844.4722 |